Entry from OMol25: a molecular structure, C13H35N2O9V (the ωB97M-V functional and the def2-TZVPD basis).

Geometry as XYZ:
```
60
Properties=species:S:1:pos:R:3
O 0.357 -0.692 1.161
V 0.747 0.056 -0.235
O 0.016 1.392 -0.364
C 2.273 2.901 2.441
C 3.114 1.816 1.931
C 3.287 0.697 2.921
O 2.752 1.246 0.702
H 1.987 3.644 1.698
H 2.657 3.447 3.303
H 1.288 2.588 2.787
H 4.054 2.357 1.825
H 4.004 -0.079 2.655
H 2.442 0.070 3.205
H 3.706 1.101 3.843
O 5.644 -1.279 -0.283
C 4.806 -2.421 -0.121
C 3.369 -2.461 -0.823
O 2.575 -1.266 -0.907
H 4.594 -2.560 0.939
H 5.352 -3.355 -0.255
H 2.772 -3.301 -0.469
H 3.475 -2.752 -1.868
C -1.432 -1.980 -1.955
O -0.796 -1.229 -1.271
N -2.564 -1.674 -2.556
N -1.097 -3.213 -2.184
H -3.137 -2.476 -2.777
H -3.000 -0.795 -2.319
H -0.244 -3.701 -1.953
H -1.810 -3.846 -2.517
C -1.629 -3.621 1.908
C -0.465 -4.143 1.101
O -0.760 -5.396 0.548
H -1.361 -2.694 2.416
H -1.905 -4.338 2.681
H -2.469 -3.536 1.219
H 0.402 -4.178 1.761
H -0.283 -3.447 0.282
H -0.154 -5.410 -0.196
C -0.366 2.720 -3.300
C 1.056 2.154 -3.305
O 1.157 0.816 -2.819
H -0.981 2.193 -4.030
H -0.187 3.720 -3.693
H -0.782 2.680 -2.293
H 1.574 2.796 -2.594
H 1.464 2.322 -4.301
H 2.098 0.704 -2.972
C -2.774 2.552 0.555
C -3.973 3.179 1.331
C -5.238 3.239 0.486
O -4.192 2.365 2.479
H -2.733 2.999 -0.439
H -2.941 1.481 0.437
H -1.786 2.732 0.977
H -3.727 4.207 1.596
H -5.482 2.199 0.273
H -5.330 3.904 -0.373
H -6.085 3.611 1.063
H -3.341 1.955 2.649
```

Summary:
total charge: -1
orbital gap (alpha / beta): 5.7 / 5.7 eV
HOMO level (alpha / beta): -3.617 / -3.612 eV
2S+1: 2


Entry from OMol25: a single C2H3NO2 molecule (the ωB97M-V functional and the def2-TZVPD basis).

Geometry as XYZ:
```
8
Properties=species:S:1:pos:R:3
C -0.840 -0.003 0.038
C 0.587 -0.481 0.107
O 0.846 -1.679 0.207
N 1.356 0.524 -0.360
O 1.929 1.443 0.143
H -1.087 0.960 0.442
H -1.170 0.043 -0.915
H -1.622 -0.807 0.337
```

Summary:
orbital gap (alpha / beta): 8.5 / 8.5 eV
ΔE to the lowest compared entry with this formula, charge and spin: 4.0340 eV
HOMO level (alpha / beta): -9.705 / -9.706 eV
2S+1: 1
structure (SMILES): CC(=O)N=O


Entry from OMol25: a single CH4N2S2 molecule (the ωB97M-V functional and the def2-TZVPD basis).

Geometry as XYZ:
```
9
Properties=species:S:1:pos:R:3
S -2.582 -0.395 0.012
N -1.100 0.502 0.030
C -0.102 -0.248 -0.259
N 1.113 0.397 -0.160
S 2.618 -0.315 -0.056
H -3.418 0.656 -0.240
H -0.157 -1.220 -0.685
H 1.043 1.353 0.182
H 2.586 -0.731 1.178
```

Summary:
orbital gap: 9.1 eV
ΔE to the lowest compared entry with this formula, charge and spin: 1.3043 eV
HOMO level: -8.370 eV
2S+1: 1
structure (SMILES): S/N=C/NS


Entry from OMol25: 10 unconnected molecules or ions with the total composition C50H64F17N3O38P3 (the ωB97M-V functional and the def2-TZVPD basis).

Geometry as XYZ:
```
175
Properties=species:S:1:pos:R:3
C -1.619 -1.353 3.817
C -1.718 0.047 3.215
N -3.111 0.270 2.740
C -3.343 1.321 1.789
F -3.830 2.390 2.483
N -2.278 1.712 0.864
C -1.460 2.866 1.206
C -0.463 2.684 2.337
O -0.513 3.359 3.345
F 0.460 1.735 2.198
C -2.295 1.048 -0.246
C -1.339 1.378 -1.311
C 0.181 1.397 -0.980
C 0.965 0.114 -1.213
C 2.421 0.487 -1.471
C 3.062 1.110 -0.228
C 4.549 0.821 -0.131
C 5.278 1.192 -1.428
C 6.753 1.546 -1.215
O 7.053 2.721 -1.973
C 8.248 2.586 -2.709
C -3.491 0.022 -0.231
C -2.792 -1.278 0.302
P -1.992 -2.368 -0.902
O -1.633 -1.763 -2.185
O -0.702 -2.820 -0.126
O -2.792 -3.716 -1.084
C -4.188 -0.128 -1.617
O -3.699 0.420 -2.576
C -5.552 -0.865 -1.855
F -6.564 -0.308 -1.170
F -5.839 -0.710 -3.134
C -5.606 -2.384 -1.587
F -4.987 -2.973 -2.607
F -5.034 -2.726 -0.439
C -7.074 -2.955 -1.555
F -6.956 -4.222 -1.965
F -7.883 -2.348 -2.416
C -7.656 -3.045 -0.126
O -7.481 -4.060 0.512
O -8.353 -2.002 0.293
C -4.382 0.837 0.741
P -5.864 0.108 1.683
N -5.864 -1.430 2.002
P -5.119 2.415 0.042
O -5.772 2.207 -1.239
O -4.041 3.585 -0.052
O -6.169 2.900 1.122
H -0.896 -1.367 4.614
H -2.586 -1.718 4.130
H -1.260 -2.031 3.052
H -1.476 0.780 3.978
H -0.998 0.130 2.415
H -3.629 0.529 3.567
H -2.069 3.698 1.489
H -0.906 3.228 0.357
H -1.498 0.808 -2.208
H -1.595 2.406 -1.572
H 0.609 2.134 -1.649
H 0.419 1.739 0.012
H 0.981 -0.427 -0.279
H 0.591 -0.486 -2.023
H 2.452 1.191 -2.296
H 2.969 -0.400 -1.751
H 2.547 0.763 0.659
H 2.972 2.190 -0.287
H 4.965 1.402 0.677
H 4.675 -0.232 0.085
H 4.795 2.013 -1.934
H 5.273 0.301 -2.046
H 6.970 1.727 -0.172
H 7.402 0.743 -1.550
H 9.058 2.291 -2.048
H 8.463 3.528 -3.188
H 8.116 1.826 -3.477
H -1.990 -0.983 0.962
H -3.413 -1.927 0.907
H -0.601 -3.778 -0.160
H -2.750 -3.948 -2.020
H -8.787 -2.310 1.103
H -7.023 0.427 0.962
H -5.969 0.946 2.810
H -5.005 -1.837 1.656
H -4.112 4.184 0.702
H -6.941 3.224 0.642
C -0.114 7.564 -0.091
C -0.809 7.166 1.191
O -0.592 5.760 1.225
C 0.573 5.521 0.552
O 1.157 4.491 0.608
O 0.940 6.590 -0.172
F -2.143 7.406 1.145
H -0.770 7.459 -0.956
H 0.286 8.572 -0.065
H -0.393 7.616 2.093
C 10.637 1.123 2.186
C 11.003 0.295 0.976
O 9.876 -0.556 0.841
C 8.805 0.113 1.355
O 7.675 -0.188 1.173
O 9.208 1.173 2.087
F 12.107 -0.458 1.189
H 10.922 0.629 3.115
H 11.065 2.121 2.165
H 11.134 0.870 0.058
C -9.021 -6.291 -3.273
C -8.737 -7.210 -4.437
O -9.984 -7.850 -4.632
C -10.954 -6.983 -4.210
O -12.100 -7.082 -4.460
O -10.405 -5.985 -3.467
F -7.799 -8.141 -4.129
H -8.889 -6.797 -2.315
H -8.417 -5.391 -3.286
H -8.444 -6.700 -5.357
C 4.478 -4.610 3.020
C 3.208 -4.290 3.766
O 2.458 -3.572 2.794
C 2.856 -4.025 1.571
O 2.257 -3.823 0.567
O 4.000 -4.723 1.664
F 3.429 -3.486 4.834
H 5.201 -3.800 3.083
H 4.947 -5.531 3.353
H 2.637 -5.162 4.090
C 5.112 6.825 -0.627
C 6.606 6.621 -0.685
O 6.814 5.626 0.301
C 5.670 4.884 0.366
O 5.579 3.827 0.882
O 4.648 5.522 -0.253
F 7.272 7.753 -0.339
H 4.821 7.545 0.134
H 4.692 7.129 -1.583
H 6.981 6.263 -1.645
C -0.846 -4.387 -6.070
C -0.184 -3.756 -4.869
O 0.870 -3.017 -5.450
C 0.465 -2.666 -6.709
O 0.977 -1.838 -7.372
O -0.615 -3.402 -7.082
F 0.339 -4.697 -4.036
H -0.365 -5.324 -6.353
H -1.910 -4.561 -5.930
H -0.824 -3.086 -4.290
C 5.870 11.217 2.296
C 6.307 10.398 1.104
O 5.217 9.495 0.943
C 4.103 10.129 1.420
O 2.996 9.776 1.206
O 4.443 11.208 2.156
F 7.432 9.698 1.367
H 6.148 10.742 3.236
H 6.256 12.233 2.280
H 6.441 10.970 0.185
C 8.325 -8.145 0.972
C 7.369 -7.151 0.355
O 6.498 -6.861 1.437
C 7.211 -7.038 2.584
O 6.875 -6.639 3.646
O 8.350 -7.721 2.342
F 6.657 -7.695 -0.659
H 7.942 -9.164 0.913
H 9.319 -8.111 0.536
H 7.835 -6.227 0.010
C -12.376 -3.224 2.141
C -10.948 -3.680 2.330
O -11.021 -4.448 3.505
C -12.292 -4.964 3.573
O -12.620 -5.846 4.278
O -13.108 -4.314 2.703
F -10.098 -2.623 2.543
H -12.587 -2.312 2.702
H -12.642 -3.071 1.098
H -10.556 -4.294 1.518
```

Summary:
total charge: +1
orbital gap: 6.7 eV
ΔE to the lowest compared entry with this formula, charge and spin: 0.0000 eV
HOMO level: -10.706 eV
2S+1: 1


Entry from OMol25: 6 unconnected molecules or ions with the total composition C37H51N6O8PS (the ωB97M-V functional and the def2-TZVPD basis).

Geometry as XYZ:
```
104
Properties=species:S:1:pos:R:3
C -2.455 5.090 3.609
O -3.089 4.261 2.654
C -2.883 4.615 1.310
C -1.785 3.764 0.610
C -0.795 3.025 1.548
C 0.688 3.278 1.213
C 1.177 2.381 0.059
C 2.076 1.175 0.447
C 1.330 -0.012 1.098
O 0.119 -0.296 0.482
C 0.204 -0.537 -0.926
C -0.562 -1.791 -1.341
C -1.983 -1.826 -0.785
O -0.552 -1.792 -2.770
O 1.050 0.366 2.504
S 2.350 0.117 3.391
O 1.975 -0.670 4.517
O 3.100 1.313 3.586
O 3.141 -0.758 2.303
C 2.178 -1.255 1.348
P 1.423 -2.801 2.210
N -0.182 -2.377 2.518
O 1.294 -3.672 0.793
H -1.835 4.504 4.277
H -3.216 5.615 4.195
H -1.817 5.843 3.137
H -2.675 5.687 1.220
H -3.835 4.448 0.800
H -2.285 3.047 -0.044
H -1.218 4.428 -0.052
H -0.967 3.299 2.584
H -0.974 1.952 1.461
H 0.844 4.337 0.986
H 1.277 3.078 2.108
H 0.301 2.024 -0.483
H 1.758 2.986 -0.641
H 2.843 1.513 1.141
H 2.583 0.805 -0.448
H 1.240 -0.627 -1.258
H -0.235 0.313 -1.460
H 0.004 -2.675 -1.046
H -2.033 -2.392 0.144
H -2.378 -0.821 -0.625
H -2.628 -2.331 -1.507
H -1.247 -1.191 -3.068
H 2.655 -1.654 0.452
H -0.884 -2.511 1.805
H -0.493 -2.708 3.420
H 0.476 -4.185 0.805
C -6.469 -5.320 -3.397
C -5.328 -5.547 -2.645
C -4.686 -4.457 -2.076
N -5.103 -3.201 -2.212
C -6.200 -2.998 -2.939
C -6.916 -4.017 -3.548
H -6.999 -6.143 -3.858
H -4.940 -6.546 -2.501
H -3.789 -4.599 -1.481
H -6.520 -1.966 -3.037
H -7.801 -3.791 -4.126
C 2.514 -3.028 -5.821
C 3.019 -2.749 -7.081
C 2.368 -1.794 -7.850
N 1.285 -1.133 -7.450
C 0.814 -1.417 -6.237
C 1.386 -2.349 -5.384
H 2.993 -3.764 -5.188
H 3.901 -3.245 -7.463
H 2.737 -1.544 -8.840
H -0.070 -0.866 -5.933
H 0.955 -2.529 -4.410
C 7.654 -0.418 -9.617
C 7.907 -0.844 -8.323
C 7.138 -1.876 -7.805
N 6.166 -2.480 -8.483
C 5.933 -2.059 -9.725
C 6.645 -1.038 -10.335
H 8.232 0.385 -10.057
H 8.684 -0.389 -7.724
H 7.308 -2.236 -6.797
H 5.134 -2.566 -10.256
H 6.411 -0.739 -11.348
C 1.487 1.454 8.420
C 0.511 2.341 8.846
C 0.130 3.363 7.992
N 0.656 3.545 6.782
C 1.594 2.688 6.386
C 2.041 1.628 7.162
H 1.810 0.640 9.057
H 0.049 2.243 9.820
H -0.637 4.071 8.288
H 2.011 2.854 5.399
H 2.802 0.962 6.781
C -2.911 0.843 7.058
C -2.537 1.295 5.803
C -3.410 2.122 5.107
N -4.593 2.508 5.584
C -4.938 2.066 6.792
C -4.140 1.237 7.566
H -2.256 0.199 7.630
H -1.585 1.016 5.368
H -3.149 2.503 4.127
H -5.906 2.393 7.157
H -4.475 0.911 8.542
```

Summary:
orbital gap: 9.2 eV
HOMO level: -8.953 eV
2S+1: 1
structure (SMILES): COCCCCCC[C@]1(OC[C@@H](C)O)OS(=O)(=O)O[C@H]1P(N)O.c1ccncc1.c1ccncc1.c1ccncc1.c1ccncc1.c1ccncc1


Entry from OMol25: a gas-phase ion, C4H9BrNS (charge +1) (the ωB97M-V functional and the def2-TZVPD basis).

Geometry as XYZ:
```
16
Properties=species:S:1:pos:R:3
C -1.850 0.889 0.378
C -0.333 0.658 0.730
C -0.077 -0.852 0.517
N 0.671 -0.986 -0.875
C 1.626 0.168 -0.886
Br 3.141 -0.196 0.269
S 0.768 1.652 -0.416
H -2.131 0.182 -0.381
H -2.031 1.862 0.008
H -2.368 0.813 1.328
H -0.182 1.056 1.697
H 0.557 -1.466 1.209
H -1.059 -1.385 0.620
H 1.122 -1.912 -0.887
H -0.013 -0.811 -1.519
H 2.157 0.328 -1.790
```

Summary:
total charge: +1
orbital gap: 10.0 eV
ΔE to the lowest compared entry with this formula, charge and spin: 0.2327 eV
HOMO level: -13.527 eV
2S+1: 1
structure (SMILES): C[C@H]1C[NH2+][C@H](Br)S1


Entry from OMol25: 2 unconnected molecules or ions with the total composition H3OP (the ωB97M-V functional and the def2-TZVPD basis).

Geometry as XYZ:
```
5
Properties=species:S:1:pos:R:3
O 1.369 0.167 -0.333
P 0.527 0.336 0.852
H -0.877 -1.179 -0.431
H -0.579 1.126 0.109
H -0.441 -0.450 -0.197
```

Summary:
orbital gap (alpha / beta): 8.2 / 8.4 eV
ΔE to the lowest compared entry with this formula, charge and spin: 1.6939 eV
HOMO level (alpha / beta): -7.363 / -11.388 eV
2S+1: 3


Entry from OMol25: a molecular structure, C15H46Ba2F3O13 (the ωB97M-V functional and the def2-TZVPD basis).

Geometry as XYZ:
```
79
Properties=species:S:1:pos:R:3
Ba -6.158 28.447 -10.253
Ba -7.492 31.767 -12.306
C -9.988 29.840 -11.099
O -10.096 31.073 -11.804
O -8.689 29.448 -11.134
C -10.621 29.947 -9.697
F -11.966 30.003 -9.765
F -10.288 28.975 -8.860
F -10.218 31.111 -9.136
C -11.381 31.616 -12.101
C -11.143 32.620 -13.227
H -12.071 32.911 -13.716
H -10.546 33.474 -12.933
H -10.649 32.015 -13.998
H -11.949 32.067 -11.285
H -12.045 30.859 -12.535
H -10.577 29.057 -11.614
O -5.951 31.428 -9.958
C -6.542 31.550 -8.687
C -6.115 30.754 -7.446
O -5.724 29.423 -7.606
H -7.643 31.447 -8.839
H -6.578 32.601 -8.328
H -6.943 30.848 -6.718
H -5.254 31.254 -6.965
C -12.060 28.032 -14.904
O -12.169 26.964 -15.792
H -11.014 28.364 -14.870
H -12.601 28.947 -15.179
H -12.284 27.919 -13.831
H -13.083 26.869 -16.075
C -7.060 33.229 -15.517
O -8.118 33.361 -14.549
H -7.422 33.157 -16.541
H -6.532 34.187 -15.503
H -6.408 32.422 -15.194
H -8.755 34.000 -14.883
C -7.887 34.993 -10.728
O -8.828 34.083 -11.313
H -7.794 35.943 -11.257
H -8.258 35.236 -9.730
H -6.899 34.546 -10.620
H -9.627 34.579 -11.514
C -10.777 28.558 -5.349
O -11.022 28.523 -3.965
H -11.339 27.744 -5.822
H -11.124 29.436 -5.908
H -9.762 28.367 -5.719
H -10.674 29.367 -3.656
C -11.945 25.910 -11.001
O -11.672 25.108 -9.867
H -12.528 26.771 -10.655
H -10.997 26.283 -11.388
H -12.450 25.432 -11.843
H -12.477 24.642 -9.623
C -8.474 26.801 -8.187
O -7.381 26.238 -8.942
H -9.355 26.759 -8.828
H -8.686 26.253 -7.267
H -8.379 27.830 -7.840
H -7.695 25.348 -9.126
C -14.495 34.250 -12.724
O -13.633 34.590 -11.658
H -15.495 34.679 -12.627
H -14.035 34.436 -13.693
H -14.652 33.157 -12.700
H -13.961 34.110 -10.875
C -15.173 29.841 -9.664
O -15.741 30.686 -8.657
H -15.707 28.887 -9.727
H -15.250 30.327 -10.632
H -14.152 29.602 -9.370
H -15.674 30.226 -7.816
C -13.507 33.206 -8.441
O -14.422 33.118 -9.521
H -12.698 32.474 -8.495
H -13.103 34.217 -8.401
H -14.038 33.055 -7.498
H -15.115 32.477 -9.317
```

Summary:
total charge: +1
orbital gap: 5.0 eV
HOMO level: -8.726 eV
2S+1: 1


Entry from OMol25: a molecular structure, C5H10NO (the ωB97M-V functional and the def2-TZVPD basis).

Geometry as XYZ:
```
17
Properties=species:S:1:pos:R:3
C 1.938 -0.896 0.356
C 0.918 -1.452 -0.279
C 1.446 0.500 0.230
C -2.028 0.740 0.169
C -1.219 -0.499 -0.073
N 0.092 -0.400 -0.678
O 2.138 1.408 -0.365
H 2.887 -1.300 0.616
H 0.499 -2.367 -0.226
H 0.882 0.892 1.052
H -1.596 1.324 0.961
H -1.965 1.324 -0.799
H -3.084 0.651 0.442
H -1.754 -1.276 -0.682
H -1.300 -0.791 1.043
H 0.246 -0.144 -1.613
H 1.899 2.285 -0.154
```

Summary:
total charge: +1
orbital gap (alpha / beta): 7.8 / 8.1 eV
ΔE to the lowest compared entry with this formula, charge and spin: 3.7075 eV
HOMO level (alpha / beta): -10.882 / -15.578 eV
2S+1: 3


Computed F_max, in the same sequence as the records: 7.26; 4.36; 2.60; 3.53; 0.88; 4.38; 5.50; 3.31; 8.64 eV/Å.